Entry from OMol25: a structure of composition C33H31N7O3Re (ωB97M-V/def2-TZVPD).

Output
* strongest force on any atom: 0.0108 hartree/bohr
* energy relative to the best compared isomer or geometry (same formula, charge and spin): 4.1 kJ/mol
* multiplicity: 2
* energy: -53429.5793 eV
* LUMO energy (spin up / spin down): -1.32 / -1.25 eV
* orbital gap (spin up / spin down): 0.2244 / 0.2270 hartree

Last column: Löwdin spin population.
Atoms and positions in Å:
Re: 0.7715 0.5852 -0.0376  0.83
N: -7.8656 -4.7137 2.0088  0.00
C: -6.8929 -4.1425 1.7958  0.00
C: -5.6763 -3.4276 1.5270  0.00
C: -5.6886 -2.0363 1.4760  0.00
C: -4.5133 -1.3517 1.2244  0.00
C: -3.3256 -2.0442 1.0048  0.00
C: -3.3238 -3.4362 1.0565  0.00
C: -4.4906 -4.1289 1.3223  0.00
C: -2.0622 -1.3063 0.7384  0.00
C: -1.4933 -1.4667 -0.5330  0.01
C: -2.0298 -2.1941 -1.6129  0.00
C: -1.1349 -2.0989 -2.6624  0.00
C: -0.0791 -1.3111 -2.2090  0.01
N: -0.2746 -0.9136 -0.9392  0.01
C: -1.5445 -0.5492 1.7771  0.00
C: -2.0078 -0.5011 3.1259  0.00
C: -1.1314 0.2857 3.8217  0.00
C: -0.1503 0.7070 2.8933  0.00
N: -0.3883 0.2309 1.6813  0.01
H: -6.6139 -1.5008 1.6348  0.00
H: -4.5152 -0.2708 1.1860  0.00
H: -2.3980 -3.9725 0.9009  0.00
H: -4.4889 -5.2086 1.3739  0.00
H: -2.9687 -2.7189 -1.6069  0.00
H: -1.2189 -2.5432 -3.6383  0.00
H: 0.8024 -1.0011 -2.7393  0.00
H: -2.8633 -1.0265 3.5117  0.00
H: -1.1539 0.5338 4.8680  0.00
H: 0.7123 1.3204 3.0933  0.00
O: 1.7960 0.8525 -1.7670  0.05
C: 1.6748 1.7779 -2.6915  0.00
C: 2.6880 1.8260 -3.6721  0.01
C: 2.6872 2.7732 -4.6668  0.00
C: 1.6650 3.7201 -4.7365  0.01
C: 0.6514 3.6734 -3.8075  0.00
C: 0.6184 2.7149 -2.7841  0.01
C: -0.5312 2.6748 -1.8901  0.00
N: -0.7428 1.8267 -0.8917  0.00
C: -1.9746 2.1271 -0.3499  0.00
C: -2.5151 3.1653 -1.0278  0.00
N: -1.5998 3.4944 -1.9992  0.00
H: 3.4769 1.0899 -3.6002  0.00
H: 3.4870 2.7849 -5.3957  0.00
H: 1.6618 4.4743 -5.5095  0.00
H: -0.1388 4.4094 -3.8841  0.00
H: -2.3572 1.5924 0.4986  0.00
H: -3.4379 3.6999 -0.9061  0.00
H: -1.6924 4.2439 -2.6597  0.00
C: 2.6411 3.1417 2.5156  0.00
C: 1.4163 3.2198 1.6279  0.01
O: 0.5719 4.0773 1.7278  0.02
O: 1.3761 2.2829 0.6976  0.05
H: 2.3805 3.4697 3.5202  0.00
H: 3.3910 3.8310 2.1240  0.00
H: 3.0680 2.1401 2.5280  0.00
C: 1.0121 -2.3719 1.8088  0.00
C: 2.2590 -1.5968 1.5485  0.00
C: 3.5139 -1.9140 1.9753  -0.01
C: 4.4056 -0.9392 1.4342  -0.01
C: 3.6707 -0.0857 0.6660  0.00
C: 4.2357 1.0534 -0.1168  0.00
N: 2.3052 -0.4575 0.7293  -0.02
H: 1.2889 -3.3751 2.1331  0.00
H: 0.4130 -2.4748 0.9029  0.00
H: 0.3946 -1.9274 2.5911  0.00
H: 3.7689 -2.7589 2.5934  0.00
H: 5.4713 -0.8771 1.5832  0.00
H: 5.2351 1.2636 0.2667  0.00
H: 3.6416 1.9584 -0.0483  0.00
H: 4.3241 0.8070 -1.1744  0.00
N: 2.6784 -2.8632 -1.4477  0.00
H: 3.2681 -3.2264 -0.7069  0.00
H: 2.8365 -1.8596 -1.4576  0.00
H: 3.0228 -3.2370 -2.3245  0.00

Entry from OMol25: a cluster of 2 separate species, C7H12O in total (ωB97M-V/def2-TZVPD).

Output
* SMILES: C=CC(=C)/C=C/C.O
* strongest force on any atom: 0.0565 hartree/bohr
* energy relative to the best compared isomer or geometry (same formula, charge and spin): 238.5 kJ/mol
* multiplicity: 1
* energy: -9498.3469 eV
* LUMO energy: 0.75 eV
* orbital gap: 0.3345 hartree

Last column: Mulliken charge in e.
Atoms and positions in Å:
C: -1.2085 1.5693 0.2990  -0.47
C: -0.9991 1.6794 1.6140  -0.78
C: -1.7796 0.1441 -1.6379  -1.09
C: -1.0780 0.3372 -0.5048  0.90
C: -0.3730 -0.7725 0.2319  -0.43
C: 0.8366 -0.5167 0.7307  0.04
C: 1.7580 -1.4685 1.3852  -1.29
H: -1.6342 2.4283 -0.2003  0.34
H: -1.0875 2.6687 2.0698  0.25
H: -0.7966 0.9655 2.3912  0.32
H: -2.7006 0.6895 -1.7928  0.29
H: -1.6439 -0.7550 -2.2318  0.27
H: -0.8534 -1.7288 0.4040  0.38
H: 1.3472 0.3785 0.3762  0.33
H: 1.9274 -2.4181 0.8701  0.29
H: 2.7222 -1.1704 1.7953  0.35
H: 1.2905 -1.8429 2.3165  0.30
H: 1.6878 0.5833 -3.1111  0.30
H: 0.9355 -0.6960 -2.5862  0.31
O: 1.6491 -0.0749 -2.4188  -0.61

Entry from OMol25: a cluster of 2 separate species, C5H14N2S in total (ωB97M-V/def2-TZVPD).

Output
* SMILES: C=C(C)N.NCCS
* strongest force on any atom: 0.0312 hartree/bohr
* energy relative to the best compared isomer or geometry (same formula, charge and spin): 64.9 kJ/mol
* multiplicity: 1
* energy: -19226.6236 eV
* LUMO energy: 0.79 eV
* orbital gap: 0.3376 hartree

Last column: Mulliken charge in e.
Atoms and positions in Å:
C: -2.3466 0.5713 2.7306  -0.60
C: -1.2352 -0.2005 1.9906  -0.45
S: -0.6973 0.6245 0.4652  -0.37
N: -3.4576 1.0253 1.9063  -0.58
H: -1.9045 1.4216 3.2507  0.30
H: -2.7269 -0.1100 3.4948  0.34
H: -1.6485 -1.1800 1.7311  0.29
H: -0.3995 -0.3446 2.6763  0.35
H: -3.9771 0.2245 1.5578  0.25
H: -3.0634 1.4528 1.0624  0.26
C: 1.3046 0.5747 -2.6740  -1.18
C: 2.0688 -0.3642 -1.7910  0.90
C: 3.3797 -0.3483 -1.5873  -1.10
N: 1.2271 -1.2170 -1.0200  -0.57
H: 0.7168 1.2578 -2.0611  0.25
H: 1.9956 1.1073 -3.3154  0.36
H: 0.5892 0.0374 -3.2935  0.32
H: 3.7992 -0.9931 -0.8291  0.24
H: 4.0151 0.3226 -2.1346  0.27
H: 0.4058 -1.5168 -1.5235  0.33
H: 0.2408 -0.3548 -0.0354  0.21
H: 1.7138 -1.9906 -0.6007  0.19

Entry from OMol25: a cluster of 3 separate species, C38H56F17NO6S2 in total (ωB97M-V/def2-TZVPD).

Output
* SMILES: CCCCCCCCCCCCCCCC[C@]1(F)OS(=O)(=O)[C@](COCC)(c2ccncc2)C[C@@H]1S.FC(F)C(F)(F)COC(F)(F)C(F)F.FC(F)C(F)(F)COC(F)(F)C(F)F
* strongest force on any atom: 0.1525 hartree/bohr
* multiplicity: 1
* energy: -121947.4415 eV
* LUMO energy: -0.29 eV
* orbital gap: 0.3360 hartree

Last column: Mulliken charge in e.
Atoms and positions in Å:
C: -2.9155 0.5239 3.2753  -0.12
C: -4.3790 1.2180 3.4473  -0.74
C: -4.3636 2.7873 3.0289  -0.03
C: -5.5689 3.1917 2.0434  -0.94
C: -4.9742 3.2092 0.5373  -0.78
C: -4.5490 1.6939 0.1361  0.18
C: -4.2212 1.5520 -1.4502  -0.12
C: -4.4354 0.0230 -1.9311  -0.47
C: -3.9518 -1.0715 -0.8448  0.42
C: -3.8407 -2.5410 -1.5507  -0.81
C: -2.5939 -3.4147 -0.9974  -0.50
C: -1.5039 -3.7679 -2.1677  -0.86
C: -0.4286 -2.5741 -2.2033  -0.29
C: 0.8990 -2.9186 -1.3778  -0.02
C: 1.8918 -1.6347 -1.5120  -0.43
C: 2.6702 -1.3025 -0.1449  -1.21
C: 1.8487 -0.2663 0.7994  1.46
F: 0.6691 -1.0212 1.2121  -0.38
O: 1.5369 0.8595 -0.0518  -0.26
S: 0.7522 2.1015 0.7582  0.97
O: 0.5369 3.2111 -0.2320  -0.71
O: -0.6321 1.6142 1.1581  -0.08
C: 1.7200 2.5666 2.2656  1.70
C: 0.8083 2.2006 3.5479  -2.03
O: -0.3156 3.0904 3.7307  -0.28
C: -0.8066 2.8931 5.0785  -0.28
C: -2.0372 3.9143 5.3824  -0.90
C: 2.1939 4.0806 2.3444  -0.29
C: 2.7427 4.9253 1.1574  -0.22
C: 3.2050 6.3898 1.2303  -0.38
N: 3.1959 7.0868 2.4650  -0.55
C: 2.7390 6.3444 3.5793  -0.25
C: 2.2046 4.9071 3.6870  -0.36
C: 3.0446 1.6479 2.3051  -1.10
C: 2.6303 0.1004 2.1621  -0.54
S: 4.2384 -0.8646 2.3846  -0.17
H: -2.7921 0.0239 2.2451  -0.09
H: -2.7680 -0.2574 4.1084  0.45
H: -2.1164 1.3237 3.4453  -0.29
H: -5.1195 0.6225 2.7883  0.39
H: -4.7040 1.0567 4.5316  0.40
H: -3.3383 3.1058 2.6356  0.07
H: -4.5204 3.3630 4.0208  0.27
H: -6.0428 4.1974 2.3119  0.31
H: -6.4038 2.4081 2.0532  0.34
H: -4.0794 3.9164 0.5241  0.20
H: -5.7492 3.5480 -0.2387  0.40
H: -3.5780 1.4799 0.7164  -0.36
H: -5.3621 0.9730 0.4868  0.24
H: -4.8492 2.3083 -2.0355  0.37
H: -3.0928 1.7787 -1.5469  -0.16
H: -5.5055 -0.1544 -2.3087  0.23
H: -3.7607 -0.1091 -2.8630  0.02
H: -2.9214 -0.8367 -0.4002  -0.33
H: -4.7358 -1.1615 -0.0005  0.23
H: -4.8204 -3.1244 -1.3595  0.37
H: -3.7431 -2.4395 -2.6919  0.32
H: -3.0119 -4.3720 -0.5063  0.46
H: -2.0192 -2.8313 -0.1980  0.16
H: -1.0699 -4.7906 -1.9076  0.25
H: -2.1114 -3.8774 -3.1288  0.44
H: -0.1185 -2.4343 -3.2961  -0.15
H: -0.8704 -1.5788 -1.8525  0.27
H: 1.4276 -3.7847 -1.9006  0.21
H: 0.6979 -3.2112 -0.2876  0.15
H: 2.7083 -1.9124 -2.2834  0.40
H: 1.3235 -0.7554 -1.9632  0.07
H: 2.7364 -2.2996 0.4316  -0.05
H: 3.7016 -0.8955 -0.4156  0.67
H: 0.3661 1.1334 3.4753  0.37
H: 1.4347 2.2326 4.5047  0.77
H: 0.0319 3.2155 5.8107  0.49
H: -1.1092 1.7932 5.2278  0.35
H: -2.0695 4.7302 4.5764  0.23
H: -1.8363 4.3948 6.4046  0.37
H: -3.0121 3.3168 5.3531  0.07
H: 2.7849 4.4175 0.1263  0.26
H: 3.5645 6.9250 0.2798  0.31
H: 2.7700 6.9134 4.5826  0.29
H: 1.8616 4.4455 4.6787  0.15
H: 3.6049 1.8195 3.2921  0.40
H: 3.7438 1.8751 1.4164  0.47
H: 1.9755 -0.2372 3.0521  0.41
H: 3.8844 -2.1192 2.9145  0.15
C: 0.6237 2.2653 -5.3262  -0.61
C: -0.7524 2.8766 -5.6427  0.76
C: -1.8882 2.3992 -4.7413  0.29
F: -2.0969 1.0726 -4.8342  -0.23
F: -3.0567 2.9933 -5.0977  -0.32
F: -1.0446 2.6743 -6.9506  -0.29
F: -0.6355 4.2301 -5.4946  -0.33
O: 1.0293 1.1479 -6.1226  -0.42
C: 0.5528 -0.1107 -5.6983  0.69
C: -0.3683 -0.7719 -6.7291  0.12
F: -1.4432 -0.0030 -7.0042  -0.21
F: -0.8416 -1.9541 -6.2636  -0.23
F: -0.0198 0.0188 -4.4838  0.00
F: 1.6492 -0.8841 -5.5145  -0.32
H: 1.3631 3.0391 -5.5566  0.43
H: 0.7536 2.0703 -4.2583  0.29
H: -1.6957 2.6490 -3.6943  0.18
H: 0.1640 -0.9552 -7.6655  0.23
C: 4.9384 -6.1160 1.6352  -0.86
C: 3.7084 -5.3439 1.1133  1.09
C: 2.8148 -6.0951 0.1253  -0.07
F: 3.4625 -6.4323 -1.0045  -0.23
F: 1.7695 -5.3136 -0.2556  -0.22
F: 4.1179 -4.1599 0.5967  -0.12
F: 2.9452 -5.0318 2.2043  -0.36
O: 6.1929 -5.8520 0.9932  -0.42
C: 6.4847 -6.5765 -0.1841  0.76
C: 6.6168 -5.6715 -1.4137  0.17
F: 5.4852 -4.9700 -1.6412  -0.18
F: 6.8530 -6.4051 -2.5281  -0.27
F: 5.5767 -7.5575 -0.3487  -0.27
F: 7.6642 -7.1985 0.0448  -0.30
H: 5.0936 -5.7737 2.6635  0.43
H: 4.7478 -7.1884 1.7277  0.33
H: 2.4027 -7.0027 0.5746  0.30
H: 7.4356 -4.9594 -1.2865  0.24